Entry 1:
{
  "formula": "C20H22BN10OPt",
  "method": "ωB97M-V/def2-TZVPD",
  "species": ["Pt", "O", "N", "N", "N", "N", "N", "N", "N", "N", "N", "N", "C", "C", "C", "C", "C", "C", "C", "C", "C", "C", "C", "C", "C", "C", "C", "C", "C", "C", "C", "C", "B", "H", "H", "H", "H", "H", "H", "H", "H", "H", "H", "H", "H", "H", "H", "H", "H", "H", "H", "H", "H", "H", "H"],
  "xyz": [[-0.377700, 0.059771, 0.262616], [-2.511633, -1.176631, 0.592441], [2.615350, 0.043204, -3.568449], [-0.654262, 0.981608, 1.891596], [-0.192927, 1.631202, -1.476667], [0.728923, 1.440700, -2.454346], [-3.303197, 0.166000, -1.062387], [1.983081, -0.110626, 0.094125], [-0.096542, -1.290731, -1.315301], [2.506721, 0.670630, -4.764151], [2.495283, 0.279517, -1.088240], [0.773512, -1.089263, -2.319178], [-0.020923, -3.139134, -2.558065], [2.913910, 0.100034, 1.014134], [3.467071, 0.173591, -5.521437], [4.220072, -0.799075, -4.831260], [0.716283, 2.492643, -3.300250], [3.756607, 0.729905, -0.915296], [-3.977315, 2.106832, 4.131255], [-3.866945, 2.518284, 2.805714], [-1.862545, 0.956369, 3.947688], [0.829524, -2.191864, -3.089563], [-0.574725, -2.523964, -1.433028], [-2.778032, 2.143470, 2.043686], [-1.735175, 1.344637, 2.591836], [-4.623248, -1.733963, -0.365893], [4.071735, 0.624302, 0.422585], [-3.386090, -0.886608, -0.227173], [-0.758293, 2.807449, -1.705706], [3.640929, -0.851176, -3.591511], [-2.970670, 1.319250, 4.686382], [-0.226199, 3.394040, -2.857623], [1.652670, 0.199261, -2.394064], [-1.524619, 3.176771, -1.039505], [-4.644239, 3.136017, 2.370468], [-2.446238, 0.702184, -1.054579], [3.882511, -1.453032, -2.729442], [5.001698, 0.882235, 0.901482], [-4.503436, -2.394929, -1.226878], [-1.287278, -2.899839, -0.717072], [5.053096, -1.378888, -5.192569], [1.371286, 2.511764, -4.153712], [-5.507608, -1.116236, -0.522853], [-0.485421, 4.342062, -3.298008], [-2.689667, 2.451896, 1.007840], [2.714374, -0.143008, 2.046173], [3.597880, 0.538716, -6.529118], [-3.058177, 0.989043, 5.714799], [-1.077443, 0.341299, 4.369817], [4.342623, 1.087955, -1.746392], [1.455267, -2.233951, -3.965224], [-4.750081, -2.343271, 0.523592], [-3.993534, 0.329765, -1.770733], [-0.213565, -4.130659, -2.931027], [-4.836879, 2.396039, 4.721574]],
  "forces_ev_per_angstrom": [[-1.90, -0.59, -1.03], [0.59, 0.49, -0.22], [0.10, 0.05, 0.10], [1.96, -0.08, 1.01], [0.26, -0.22, 0.22], [-0.13, 0.08, -0.29], [0.15, -0.29, 0.34], [-0.03, 0.31, 0.58], [0.20, -0.11, 0.21], [-0.05, -0.09, 0.04], [0.14, -0.10, -0.17], [0.08, 0.04, -0.04], [-0.03, 0.01, -0.02], [0.10, -0.02, -0.14], [0.05, -0.02, 0.05], [-0.02, 0.00, -0.13], [0.03, -0.01, 0.10], [-0.04, 0.03, 0.06], [0.04, -0.03, -0.06], [0.01, 0.05, 0.10], [0.15, 0.00, -0.13], [-0.08, -0.06, -0.03], [-0.07, 0.01, -0.15], [0.19, -0.32, -0.02], [-1.06, 0.29, -0.56], [-0.02, 0.00, 0.06], [-0.03, 0.00, 0.05], [-0.26, 0.09, -0.17], [-0.13, 0.02, -0.03], [-0.02, 0.08, 0.00], [-0.09, 0.03, -0.01], [-0.05, 0.07, 0.06], [-0.02, -0.02, 0.24], [0.07, -0.01, -0.01], [0.03, 0.00, -0.01], [0.07, 0.09, -0.16], [-0.04, 0.04, -0.02], [-0.05, 0.01, -0.04], [0.00, 0.02, 0.00], [0.05, 0.04, 0.03], [-0.02, 0.05, 0.03], [-0.02, -0.04, 0.05], [0.01, -0.04, 0.00], [0.01, -0.05, 0.01], [-0.04, 0.02, 0.03], [-0.04, 0.07, -0.04], [-0.03, -0.03, 0.04], [0.03, 0.00, -0.02], [-0.02, 0.05, 0.02], [-0.04, -0.04, 0.01], [0.00, 0.05, 0.04], [0.01, 0.03, 0.02], [-0.04, 0.02, -0.01], [0.01, 0.05, 0.01], [0.02, -0.01, 0.01]],
  "homo_ev": [-6.94, -6.84],
  "homo_lumo_gap_ev": [6.92, 6.49],
  "spin_multiplicity": 2
}

***

Entry 2:
{
  "formula": "C20H22ClN7O2",
  "method": "ωB97M-V/def2-TZVPD",
  "species": ["Cl", "O", "O", "N", "N", "N", "N", "N", "N", "N", "C", "C", "C", "C", "C", "C", "C", "C", "C", "C", "C", "C", "C", "C", "C", "C", "C", "C", "C", "C", "H", "H", "H", "H", "H", "H", "H", "H", "H", "H", "H", "H", "H", "H", "H", "H", "H", "H", "H", "H", "H", "H"],
  "xyz": [[-5.995512, 2.049388, 0.545482], [3.480460, 1.631558, 1.093363], [0.006196, 1.161539, 1.373729], [-0.075767, -0.448814, -1.519435], [2.345318, -0.068408, -1.693257], [3.055803, 1.798483, -2.213156], [1.358738, -0.494713, 1.623810], [0.729476, 1.619561, -1.676375], [-1.347863, 1.266340, -1.341922], [1.429038, -2.904030, -0.020109], [3.116828, 3.647331, 0.803879], [1.308856, -1.125398, -1.608314], [-3.617547, 1.440296, -0.334480], [1.082432, 0.926271, 1.064345], [-0.222231, 0.972460, -1.492912], [2.006668, 1.118745, -2.047836], [0.362906, -1.561192, 1.831396], [-3.845168, -1.093722, -0.619269], [4.128763, 2.643743, 0.983666], [-2.536544, 0.532532, -1.061312], [2.149383, 1.573788, 1.071141], [-4.858394, -0.400815, -0.062661], [2.498107, -2.505267, 1.056787], [1.960993, 3.249593, 0.770030], [-4.848223, 0.847796, 0.193542], [0.259012, -2.590567, 0.592862], [-6.263118, -0.968468, 0.482661], [1.522269, -2.368981, -1.181317], [2.736502, -0.989872, 1.304055], [-2.746044, -0.688563, -1.047084], [3.088540, -0.519980, 0.653857], [-0.650574, -0.810738, 2.041718], [-0.133802, -3.468503, 1.275955], [4.063535, 1.714948, -2.328774], [5.135475, 2.646540, 0.808058], [-6.450250, -0.708333, 1.401879], [-6.459842, -1.979196, 0.303126], [2.442591, -2.582420, -1.755160], [3.427524, -2.968206, 0.420775], [0.944838, 3.425352, 0.672640], [3.445395, 4.751423, 0.506668], [3.439754, -1.050681, 2.307088], [2.460590, -3.335355, 1.840688], [2.802592, 2.892831, -2.230266], [-1.909800, -1.437191, -1.403958], [0.962637, -3.035634, -1.888874], [0.718836, -1.731020, 2.829795], [-3.455196, 2.615864, -0.387673], [-0.514113, -2.270612, 0.299205], [-4.144161, -2.155901, -0.783764], [-1.281805, 2.213687, -1.248941], [-7.114111, -0.477464, -0.205365]],
  "forces_ev_per_angstrom": [[-1.10, -0.13, 0.85], [-1.41, -10.51, 1.10], [-8.16, 4.62, -0.65], [4.63, -4.94, -0.46], [-1.51, -8.25, -0.65], [2.19, 11.02, -1.86], [2.90, 1.02, -2.80], [12.02, 9.95, -3.91], [-12.53, 2.71, 1.51], [2.11, -0.83, 8.08], [10.22, 8.26, -1.54], [-5.41, 16.58, 0.41], [1.74, 0.05, -1.72], [-1.61, -13.39, 4.48], [5.67, -16.53, -1.65], [-4.91, -3.16, 4.38], [-1.44, 5.02, -0.22], [-8.39, -6.76, 2.17], [-2.88, 5.82, -0.84], [-0.71, 13.42, 3.80], [8.83, 15.71, -2.53], [-5.83, -5.85, 2.23], [3.67, -3.54, -4.66], [-7.02, -9.38, 1.51], [6.33, 8.48, -2.62], [5.10, -5.07, 12.14], [0.38, 0.58, -7.91], [2.75, -4.84, -9.03], [-6.78, -9.83, 13.66], [8.01, -7.62, -4.04], [5.83, 6.60, -10.18], [2.37, -2.65, -0.95], [0.65, 0.60, -1.45], [-1.05, -1.49, 0.14], [2.38, -0.15, 0.11], [-0.77, 1.42, 5.08], [0.26, -1.81, 0.00], [0.92, -0.35, 0.97], [-1.38, 1.39, 1.64], [-1.32, 1.44, -0.33], [-0.66, -2.31, 0.96], [-1.34, 0.72, -2.23], [-0.48, 1.99, -0.43], [0.85, -3.09, -0.05], [-1.99, 1.77, 0.54], [-0.69, 0.45, 0.12], [-0.54, -2.10, 0.57], [-0.35, -2.73, 0.32], [-10.08, 4.21, -6.48], [0.59, 0.60, 0.36], [-1.88, 3.59, 0.51], [1.80, -0.72, 1.54]],
  "homo_ev": -7.52,
  "smiles": "Cc1ccc(Nc2nc(N)nc(CN3CCN(C(=O)c4ccco4)CC3)n2)cc1Cl",
  "homo_lumo_gap_ev": 7.26
}

***

Entry 3:
{
  "formula": "C20H22F2NO5S",
  "method": "ωB97M-V/def2-TZVPD",
  "species": ["S", "F", "F", "O", "O", "O", "O", "O", "N", "C", "C", "C", "C", "C", "C", "C", "C", "C", "C", "C", "C", "C", "C", "C", "C", "C", "C", "C", "C", "H", "H", "H", "H", "H", "H", "H", "H", "H", "H", "H", "H", "H", "H", "H", "H", "H", "H", "H", "H", "H", "H"],
  "xyz": [[1.022863, 0.157124, -0.837786], [2.878801, 1.469731, -2.196937], [1.043126, 2.685543, -1.674821], [-0.363318, 1.894156, 0.928420], [0.023478, 1.702280, -3.989149], [-1.943617, -0.978696, -1.011506], [3.400193, -0.318270, 0.821547], [2.725819, 1.699415, 1.736344], [-0.627996, 0.737850, -1.939413], [4.800748, 0.027320, 0.643595], [1.231239, -1.269392, 2.034772], [0.844882, -2.618110, 1.448028], [-5.060784, 1.717062, -2.862528], [-2.285682, 1.775498, -3.141314], [-1.796795, 0.084900, -1.623394], [-2.089267, -0.913353, 2.061955], [1.901321, 1.729619, -1.233361], [-0.160272, 0.824104, 1.473813], [-1.541062, -2.310376, 2.333863], [1.081025, -0.057052, 1.110585], [-1.210104, 0.263054, 2.496925], [-0.809179, 1.459859, -3.132708], [-4.442475, 2.600446, -3.788429], [-3.037009, 2.708278, -3.878448], [5.667415, -1.210791, 0.846343], [-4.293555, 0.837365, -2.065695], [-0.652064, -2.840813, 1.183851], [2.466203, 0.590029, 1.282444], [-2.902036, 0.875129, -2.270232], [-5.066613, 3.242602, -4.422503], [2.400805, 2.086399, -0.325270], [-0.803027, -3.931260, 1.134006], [0.671515, -1.056174, 2.961424], [-0.979699, -2.419269, 0.213102], [-6.152498, 1.732424, -2.757196], [5.687272, -1.485567, 1.912853], [5.072630, 0.795962, 1.379345], [5.348564, -2.087389, 0.265458], [6.697473, -0.963821, 0.550659], [-3.054516, -0.835460, 2.582513], [-0.722646, 0.051216, 3.465049], [2.284988, -1.333234, 2.371188], [-2.385005, -3.021450, 2.440050], [4.956092, 0.420684, -0.374328], [-0.980371, -2.311193, 3.286097], [1.451322, -2.791995, 0.543149], [-4.732834, 0.159229, -1.312140], [-2.307601, -0.806139, 0.991074], [-2.529422, 3.489954, -4.481532], [1.156180, -3.380476, 2.184280], [-1.884520, 1.123063, 2.635961]],
  "forces_ev_per_angstrom": [[0.22, -1.83, 0.91], [-0.89, 0.56, 0.35], [0.97, -0.22, -0.09], [0.23, -0.96, 0.78], [-0.74, 0.06, 0.62], [0.09, 1.07, -0.32], [0.87, 0.38, 0.18], [0.26, -1.24, -0.63], [-1.19, -0.27, -4.05], [-0.50, 0.14, 0.26], [0.23, -0.86, -0.17], [0.12, -0.49, 0.22], [0.45, 0.04, -0.22], [-1.27, 0.70, -0.94], [0.75, 0.25, -0.44], [-0.27, -0.05, -0.12], [-0.11, -0.65, 1.09], [0.18, -0.17, 0.12], [0.00, -0.46, -0.51], [2.36, 2.49, 1.77], [0.18, 1.10, -0.12], [-0.42, -0.31, 1.14], [0.12, -0.01, 0.61], [0.02, -0.64, 0.22], [0.03, 0.00, 0.37], [0.64, 0.43, -0.52], [0.07, -0.24, 0.05], [-0.70, 0.80, 0.46], [-1.08, 0.32, -0.02], [0.19, -0.20, 0.42], [-0.11, 0.19, -0.53], [0.06, 0.23, -0.18], [0.15, -0.20, -0.53], [0.24, -0.13, 0.64], [0.45, -0.03, -0.13], [-0.04, -0.02, -0.35], [-0.08, -0.06, -0.27], [-0.09, 0.39, 0.08], [-0.23, -0.06, 0.06], [0.22, 0.21, 0.04], [-0.24, 0.18, -0.28], [-0.64, -0.19, -0.24], [0.30, 0.44, 0.08], [-0.33, -0.01, 0.30], [-0.25, -0.18, -0.19], [-0.26, 0.05, 0.21], [0.24, 0.45, -0.60], [-0.03, -0.12, 0.37], [-0.50, -0.80, 0.26], [0.01, 0.11, -0.18], [0.33, -0.18, 0.07]],
  "homo_ev": -2.91,
  "total_charge": -1,
  "homo_lumo_gap_ev": 5.84
}